1.
Here is a 6-piece molecular cluster, C43H55BBr10NO8P overall from the OMol25 dataset. Energies are from ωB97M-V/def2-TZVPD.

Structure (XYZ):
```
119
Properties=species:S:1:pos:R:3:mulliken_charge:R:1
C 3.215 -1.018 -0.029 -0.05
C 2.574 0.063 0.612 -0.56
C 1.595 1.351 1.034 0.14
C 0.200 1.095 1.860 0.41
C -0.741 2.418 2.260 -0.18
C -0.286 3.963 1.807 0.41
B -1.246 5.290 2.162 0.92
C -2.507 5.783 1.177 -0.54
O -0.968 6.110 3.376 -0.61
C 1.153 4.175 0.981 0.03
C 1.744 5.635 0.514 -0.97
P 1.777 5.926 -1.373 0.91
O 3.298 5.864 -1.901 -0.69
O 0.873 4.755 -2.310 -0.54
O 1.269 7.594 -1.668 -0.36
C 2.099 2.853 0.588 -0.03
C 3.538 2.966 -0.189 0.48
C 3.811 2.446 -1.756 -0.13
C 5.338 2.620 -2.294 -0.29
N 6.564 3.151 -1.634 -0.51
C 6.388 3.660 -0.244 -0.22
C 4.933 3.574 0.478 -0.31
C -2.131 2.073 3.077 -0.12
O -2.664 2.798 4.064 -0.55
C -2.891 0.650 2.635 0.42
C -4.518 0.441 2.594 -0.86
C -5.194 -0.998 2.097 0.27
C -6.865 -1.030 2.117 -0.83
C -7.708 -0.659 0.935 -0.47
C -4.275 -2.306 1.615 0.59
C -5.081 -3.640 1.104 -0.75
C -4.769 -5.008 1.954 -0.36
O -3.961 -4.816 3.168 -0.36
C -3.139 -6.023 3.353 -0.07
C -3.979 -7.427 3.462 -0.93
C -2.648 -2.119 1.704 0.55
C -1.635 -3.345 1.306 -0.75
C -0.845 -2.970 -0.109 0.01
O -1.894 -2.748 -1.115 -0.37
C -1.750 -1.457 -1.804 -0.27
C -2.979 -0.434 -1.359 -0.43
C -1.968 -0.675 2.201 0.14
C -0.326 -0.431 2.293 0.17
O 0.556 -1.349 2.714 -0.53
H 3.515 -2.019 -0.589 -0.12
H -2.305 6.899 0.842 -0.07
H -3.504 5.811 1.830 0.21
H -2.611 5.136 0.207 0.29
H -1.382 7.025 3.228 0.18
H 1.231 6.560 1.015 0.46
H 2.881 5.659 0.876 0.37
H 1.533 3.987 -2.430 0.37
H 1.121 7.737 -2.663 0.29
H 2.927 1.986 -2.406 0.34
H 5.499 2.254 -3.421 0.28
H 7.296 4.114 0.374 0.29
H 4.862 3.984 1.592 0.31
H -5.222 1.330 2.898 0.27
H -7.469 -1.371 3.088 0.28
H -8.644 -1.286 0.615 0.26
H -7.446 0.318 0.343 0.24
H -6.244 -3.526 1.038 0.30
H -4.708 -3.848 -0.010 0.22
H -4.250 -5.784 1.212 0.30
H -5.784 -5.527 2.306 0.35
H -2.487 -5.940 4.345 0.29
H -2.363 -6.165 2.458 0.17
H -3.170 -8.285 3.643 0.32
H -4.531 -7.742 2.457 0.24
H -4.704 -7.491 4.397 0.26
H -0.883 -3.474 2.224 0.33
H -2.158 -4.396 1.186 0.04
H -0.101 -2.080 0.042 -0.09
H -0.230 -3.937 -0.420 0.27
H -0.686 -0.974 -1.743 0.24
H -1.940 -1.679 -2.961 0.25
H -3.151 0.390 -2.196 0.37
H -3.955 -1.083 -1.195 0.09
H -2.727 0.143 -0.371 -0.01
Br 2.951 11.239 0.155 -0.14
C 3.881 10.178 -1.192 -0.26
C 3.926 10.896 -2.520 -0.59
Br 2.207 10.797 -3.436 -0.17
H 3.376 9.209 -1.239 0.06
H 4.890 10.037 -0.794 0.34
H 4.637 10.413 -3.196 0.35
H 4.179 11.957 -2.431 0.39
Br 3.574 -5.240 -0.873 -0.10
C 5.317 -5.235 -1.751 -0.39
C 6.067 -3.954 -1.470 -0.68
Br 5.373 -2.480 -2.542 -0.15
H 5.138 -5.409 -2.815 0.25
H 5.848 -6.094 -1.331 0.28
H 7.116 -4.049 -1.763 0.41
H 6.013 -3.640 -0.424 0.38
Br 5.616 -8.652 -3.188 -0.11
C 4.232 -9.129 -4.478 -0.50
C 3.265 -7.988 -4.689 -0.62
Br 2.014 -7.835 -3.200 -0.07
H 3.753 -10.041 -4.109 0.29
H 4.770 -9.355 -5.402 0.35
H 2.640 -8.169 -5.568 0.40
H 3.757 -7.016 -4.793 0.34
Br -0.821 9.866 0.015 -0.05
C -2.752 10.121 0.141 -0.75
C -3.155 10.576 1.524 -0.50
Br -3.134 9.093 2.790 -0.13
H -3.218 9.178 -0.159 0.37
H -2.985 10.889 -0.602 0.38
H -4.187 10.936 1.525 0.35
H -2.502 11.353 1.932 0.35
Br 2.616 -11.126 0.317 -0.12
C 1.232 -11.603 -0.972 -0.56
C 0.265 -10.461 -1.184 -0.41
Br -0.986 -10.309 0.305 -0.13
H 0.753 -12.515 -0.604 0.40
H 1.770 -11.829 -1.897 0.32
H -0.360 -10.643 -2.063 0.36
H 0.757 -9.490 -1.288 0.10
```

## Properties
**2S+1**: 1
**SMILES**: C#Cc1c2c(c(B(C)O)c(CP(=O)(O)O)c1-c1ccncc1)C(=O)c1cc(C=C)c(CCOCC)c(CCOCC)c1C2=O.BrCCBr.BrCCBr.BrCCBr.BrCCBr.BrCCBr
**Kohn-Sham gap**: 6.84 eV

***

2.
Here is C43H55BEuN8O5S3SbSe as an isolated structure from the OMol25 dataset. Energies are from ωB97M-V/def2-TZVPD.

Structure (XYZ):
```
118
Properties=species:S:1:pos:R:3:mulliken_charge:R:1
Eu 0.312 -0.918 -1.064 0.80
N 2.753 -0.270 -2.641 -0.26
C 3.458 -1.499 -3.002 -0.37
C 2.492 -2.668 -3.084 0.28
O 2.809 -3.568 -3.886 -0.77
N 1.319 -2.721 -2.384 0.08
C 0.640 -4.021 -2.375 -0.48
C -0.632 -3.998 -1.541 0.24
O -1.307 -4.964 -1.145 -0.76
O -1.020 -2.741 -1.411 -0.13
H 2.214 0.276 -3.299 0.14
H 3.376 0.334 -2.124 0.17
H 4.161 -1.804 -2.225 0.16
H 3.944 -1.544 -3.983 0.26
H 1.336 -4.831 -2.142 0.33
H 0.372 -4.186 -3.422 0.28
C -2.570 0.369 -6.448 -1.43
C -2.239 1.846 -6.280 1.17
C -3.243 2.726 -7.130 -1.99
C -0.851 2.318 -6.804 -1.48
N -2.379 2.247 -4.840 0.62
C -3.283 3.169 -4.383 -0.63
C -3.149 3.328 -3.055 -0.71
N -2.180 2.374 -2.610 0.90
B -2.029 1.999 -1.098 -0.54
N -2.710 0.531 -0.916 1.37
C -3.285 -0.340 -1.931 -0.66
C -3.905 -1.344 -1.270 -1.39
N -3.802 -1.113 0.115 1.08
C -2.999 -0.006 0.342 -0.80
S -2.231 0.567 1.736 -0.31
C -4.472 -2.048 1.144 1.05
C -3.527 -3.286 1.390 -1.18
C -4.658 -1.281 2.414 -1.86
C -5.916 -2.367 0.661 -1.60
N -2.712 3.090 -0.176 0.41
C -4.076 2.993 0.256 -0.09
C -4.490 4.209 0.617 -0.96
N -3.423 5.113 0.359 0.42
C -2.352 4.441 -0.195 0.04
S -0.889 5.051 -0.687 -0.44
C -3.196 6.452 1.102 1.29
C -2.352 6.110 2.361 -1.68
C -4.554 7.022 1.589 -1.79
C -2.507 7.518 0.254 -1.62
C -1.681 1.775 -3.738 -0.24
S -0.497 0.557 -3.808 -0.23
H -2.593 0.159 -7.527 0.46
H -3.523 0.077 -5.965 0.32
H -1.832 -0.244 -5.898 0.23
H -3.104 2.499 -8.206 0.41
H -3.042 3.831 -6.999 0.44
H -4.275 2.510 -6.871 0.46
H -0.776 2.012 -7.842 0.47
H 0.074 1.964 -6.287 0.21
H -0.833 3.388 -6.825 0.43
H -3.889 3.711 -5.082 0.45
H -3.765 3.869 -2.328 0.22
H -0.865 2.017 -0.787 0.05
H -3.138 -0.103 -2.925 0.79
H -4.295 -2.311 -1.540 0.31
H -2.614 -2.904 1.878 0.10
H -3.286 -3.768 0.496 0.30
H -4.069 -3.977 2.021 0.44
H -3.700 -1.061 2.838 0.42
H -5.234 -1.906 3.146 0.45
H -5.232 -0.373 2.266 0.36
H -5.869 -3.090 -0.168 0.37
H -6.428 -1.428 0.347 0.30
H -6.472 -2.853 1.487 0.44
H -4.544 1.993 0.347 0.29
H -5.463 4.557 0.983 0.34
H -2.846 5.413 3.013 0.35
H -2.195 7.034 2.882 0.51
H -1.345 5.799 2.072 0.40
H -5.132 6.223 2.088 0.42
H -5.084 7.382 0.712 0.43
H -4.379 7.957 2.188 0.39
H -1.413 7.416 0.309 0.39
H -2.815 8.504 0.651 0.40
H -2.655 7.457 -0.831 0.29
O 2.075 -0.051 0.427 -0.27
O 1.389 1.038 0.681 -0.38
Se -0.685 -1.032 1.960 -0.64
C 9.661 -1.586 3.300 -0.28
C 8.900 -1.899 4.405 -0.60
C 7.525 -1.969 4.300 0.06
C 6.941 -1.623 3.107 -0.25
C 7.695 -1.424 1.962 -0.48
C 9.058 -1.367 2.066 -0.45
Sb 4.813 -1.403 3.098 1.14
C 4.176 -1.839 5.020 -0.09
C 4.266 -3.162 5.503 0.23
C 3.654 -3.571 6.682 -0.58
C 2.894 -2.648 7.436 -0.45
C 2.709 -1.372 6.874 -0.44
C 3.398 -0.945 5.732 -0.76
C 4.404 -3.421 2.417 0.07
C 3.070 -3.771 2.275 -0.60
C 2.741 -4.816 1.391 -0.59
C 3.694 -5.548 0.708 -0.54
C 5.035 -5.218 0.921 -0.45
C 5.397 -4.190 1.784 -0.27
H 10.803 -1.584 3.423 0.22
H 9.391 -2.280 5.304 0.31
H 6.932 -2.229 5.174 0.34
H 7.204 -1.324 0.948 0.30
H 9.680 -1.221 1.168 0.33
H 4.792 -3.913 4.890 0.34
H 3.769 -4.657 6.900 0.29
H 2.447 -2.893 8.393 0.37
H 2.000 -0.653 7.318 0.31
H 3.146 0.016 5.352 0.41
H 2.313 -3.174 2.757 0.48
H 1.708 -4.948 1.187 0.49
H 3.356 -6.257 -0.056 0.33
H 5.799 -5.653 0.244 0.27
H 6.411 -4.065 2.059 0.47
```

## Properties
**Charge**: -2
**2S+1**: 7
**Kohn-Sham gap (alpha / beta)**: 2.77 / 4.69 eV

***

For each record above, in turn, the calculated electronic energy values are -28433.2996; -7057.1735 hartree.
For each record above, in turn, the calculated max |F| values are 0.1900; 0.0698 hartree/bohr.